# 1
{
  "formula": "C47H98O5",
  "method": "ωB97M-V/def2-TZVPD",
  "species": ["C", "C", "O", "C", "C", "C", "C", "C", "C", "C", "C", "C", "C", "C", "C", "O", "C", "C", "O", "O", "C", "O", "H", "H", "H", "H", "H", "H", "H", "H", "H", "H", "H", "H", "H", "H", "H", "H", "H", "H", "H", "H", "H", "H", "H", "H", "H", "H", "H", "H", "C", "C", "C", "C", "C", "C", "H", "H", "H", "H", "H", "H", "H", "H", "H", "H", "H", "H", "H", "H", "C", "C", "C", "C", "C", "C", "H", "H", "H", "H", "H", "H", "H", "H", "H", "H", "H", "H", "H", "H", "C", "C", "C", "C", "C", "C", "H", "H", "H", "H", "H", "H", "H", "H", "H", "H", "H", "H", "H", "H", "C", "C", "C", "C", "C", "C", "H", "H", "H", "H", "H", "H", "H", "H", "H", "H", "H", "H", "H", "H", "C", "C", "C", "C", "C", "C", "H", "H", "H", "H", "H", "H", "H", "H", "H", "H", "H", "H", "H", "H"],
  "xyz": [[-7.23, 0.66, -2.41], [-6.07, 0.24, -1.53], [-5.38, -0.88, -2.08], [-4.59, -1.59, -1.18], [-3.19, -0.96, -0.96], [-2.89, -0.52, 0.43], [-1.70, -0.52, 1.04], [-0.40, -0.96, 0.45], [0.81, -0.10, 0.80], [1.00, 1.10, -0.11], [-0.22, 1.98, -0.29], [-0.11, 2.80, -1.58], [-0.42, 1.93, -2.82], [-1.27, 2.64, -3.87], [-2.72, 2.18, -3.84], [-2.91, 1.21, -4.84], [-4.16, 0.57, -4.73], [-1.89, 0.03, 2.42], [-1.10, 0.57, 3.17], [-3.25, -0.09, 2.69], [-3.85, 0.06, 1.43], [-4.90, 0.66, 1.29], [-7.03, 1.60, -2.92], [-8.09, 0.84, -1.77], [-7.52, -0.12, -3.10], [-5.39, 1.08, -1.42], [-6.45, -0.05, -0.56], [-5.07, -1.71, -0.21], [-4.46, -2.58, -1.59], [-3.04, -0.17, -1.69], [-2.47, -1.73, -1.21], [-0.21, -1.96, 0.83], [-0.51, -1.05, -0.63], [1.68, -0.74, 0.67], [0.82, 0.17, 1.84], [1.39, 0.77, -1.07], [1.77, 1.72, 0.34], [-1.15, 1.42, -0.38], [-0.32, 2.67, 0.54], [-0.87, 3.58, -1.55], [0.87, 3.25, -1.66], [-0.92, 1.02, -2.49], [0.53, 1.62, -3.25], [-1.23, 3.72, -3.76], [-0.89, 2.41, -4.85], [-2.97, 1.78, -2.85], [-3.40, 3.01, -4.04], [-4.14, -0.29, -5.38], [-4.95, 1.26, -5.02], [-4.37, 0.24, -3.71], [6.42, 5.69, -4.39], [5.08, 6.33, -4.69], [4.18, 6.49, -3.46], [3.78, 5.17, -2.79], [3.06, 4.18, -3.70], [1.73, 4.70, -4.23], [6.31, 4.67, -4.01], [7.04, 5.63, -5.29], [6.97, 6.27, -3.64], [4.56, 5.76, -5.47], [5.25, 7.33, -5.12], [3.28, 7.04, -3.75], [4.70, 7.11, -2.73], [3.14, 5.41, -1.93], [4.67, 4.69, -2.37], [2.88, 3.26, -3.12], [3.71, 3.89, -4.53], [1.06, 4.96, -3.41], [1.25, 3.93, -4.84], [1.87, 5.58, -4.86], [3.13, -0.93, 3.83], [4.30, -0.67, 2.89], [4.93, -1.94, 2.34], [5.55, -2.86, 3.39], [6.62, -2.20, 4.26], [7.83, -1.72, 3.46], [3.44, -1.48, 4.72], [2.69, 0.01, 4.17], [2.35, -1.51, 3.33], [5.05, -0.06, 3.40], [3.94, -0.07, 2.05], [5.70, -1.67, 1.60], [4.18, -2.51, 1.79], [5.99, -3.73, 2.89], [4.77, -3.26, 4.04], [6.96, -2.93, 5.01], [6.19, -1.37, 4.81], [8.31, -2.55, 2.93], [8.58, -1.29, 4.13], [7.56, -0.96, 2.74], [-2.16, -4.38, 0.24], [-0.86, -5.13, 0.52], [0.21, -4.91, -0.54], [-0.16, -5.38, -1.95], [-0.53, -6.86, -2.05], [0.61, -7.80, -1.67], [-2.62, -4.70, -0.70], [-2.88, -4.54, 1.04], [-1.97, -3.31, 0.17], [-1.08, -6.20, 0.63], [-0.47, -4.80, 1.49], [1.14, -5.40, -0.22], [0.45, -3.84, -0.59], [0.68, -5.18, -2.62], [-0.99, -4.78, -2.33], [-0.83, -7.07, -3.08], [-1.41, -7.07, -1.43], [1.49, -7.62, -2.30], [0.31, -8.84, -1.79], [0.91, -7.67, -0.63], [7.27, 4.71, 2.99], [8.42, 3.75, 3.28], [7.95, 2.38, 3.78], [7.19, 2.40, 5.10], [7.95, 3.02, 6.28], [9.23, 2.27, 6.63], [6.69, 4.93, 3.89], [7.65, 5.66, 2.61], [6.59, 4.29, 2.25], [9.11, 4.20, 4.00], [8.99, 3.60, 2.36], [8.82, 1.72, 3.87], [7.31, 1.92, 3.02], [6.92, 1.37, 5.36], [6.25, 2.93, 4.97], [7.29, 3.02, 7.15], [8.19, 4.06, 6.07], [9.02, 1.22, 6.88], [9.72, 2.72, 7.49], [9.95, 2.28, 5.81], [-8.31, -2.42, -0.08], [-9.61, -1.84, -0.63], [-10.67, -1.58, 0.44], [-11.13, -2.82, 1.20], [-11.72, -3.93, 0.33], [-12.97, -3.51, -0.44], [-8.47, -3.39, 0.39], [-7.58, -2.56, -0.88], [-7.87, -1.75, 0.66], [-10.01, -2.51, -1.40], [-9.40, -0.90, -1.14], [-11.53, -1.09, -0.02], [-10.26, -0.86, 1.16], [-11.89, -2.51, 1.93], [-10.30, -3.23, 1.78], [-11.97, -4.78, 0.97], [-10.96, -4.29, -0.38], [-13.75, -3.17, 0.25], [-13.37, -4.34, -1.02], [-12.76, -2.69, -1.13]],
  "e_homo_ev": -9.65,
  "lumo_energy_ha": -0.0205,
  "homo_lumo_gap_ev": 9.10,
  "mol_weight_g_mol": 743.296,
  "smiles": "CCOCCC1=C(CCCCCCCCOC)C(=O)OC1=O.CCCCCC.CCCCCC.CCCCCC.CCCCCC.CCCCCC"
}


# 2
{
  "formula": "C6H10O",
  "method": "ωB97M-V/def2-TZVPD",
  "species": ["C", "C", "C", "C", "C", "C", "O", "H", "H", "H", "H", "H", "H", "H", "H", "H", "H"],
  "xyz": [[-1.72, 1.21, 0.87], [0.13, -0.35, 1.76], [0.59, -0.31, 0.43], [1.68, 0.68, 0.09], [-0.63, -0.02, -1.62], [-0.14, -1.04, -0.62], [-2.55, 0.67, 1.48], [0.70, -0.02, 2.62], [-0.64, -1.04, 1.96], [2.25, 0.04, -0.52], [2.14, 1.05, 1.01], [1.21, 1.51, -0.51], [0.15, 0.76, -2.00], [-1.43, 0.54, -1.10], [-1.17, -0.55, -2.48], [0.43, -1.71, -1.25], [-1.00, -1.42, -0.11]],
  "e_homo_ev": [-5.30, -11.49],
  "lumo_energy_ha": [0.0411, -0.0586],
  "homo_lumo_gap_ev": [6.42, 9.90],
  "s_squared": 2.007,
  "mol_weight_g_mol": 98.145,
  "e_above_lowest_kcal_mol": 5.2,
  "spin_multiplicity": 3
}


# 3
{
  "formula": "C5H2N2O",
  "method": "ωB97M-V/def2-TZVPD",
  "species": ["C", "C", "C", "C", "C", "H", "H", "N", "N", "O"],
  "xyz": [[-1.20, -0.90, -0.70], [0.00, -0.22, -0.05], [-0.12, 1.18, 0.09], [0.89, 1.65, 1.00], [1.23, -0.92, 0.03], [-1.26, -2.25, -0.30], [-1.15, 1.40, 0.07], [1.81, 2.30, 1.36], [1.77, -2.19, -0.29], [-1.97, -0.04, -1.21]],
  "e_homo_ev": -10.45,
  "lumo_energy_ha": -0.0949,
  "homo_lumo_gap_ev": 7.87,
  "mol_weight_g_mol": 106.084,
  "e_above_lowest_kcal_mol": 120.1
}


# 4
{
  "formula": "C3H8O2S2",
  "method": "ωB97M-V/def2-TZVPD",
  "species": ["O", "C", "C", "C", "S", "S", "H", "H", "H", "H", "H", "H", "O", "H", "H"],
  "xyz": [[1.75, -0.02, 2.04], [0.96, -0.33, 1.18], [-0.30, -1.14, 1.14], [-1.28, -0.50, 0.12], [-1.35, 1.30, 0.25], [-2.35, 1.56, -1.54], [1.36, -0.16, 0.11], [-0.76, -1.10, 2.12], [-0.03, -2.17, 0.84], [-2.29, -0.98, 0.26], [-0.88, -0.84, -0.83], [-3.65, 1.93, -1.06], [2.54, 0.97, -1.46], [3.17, 0.49, -0.90], [3.10, 0.99, -2.25]],
  "e_homo_ev": -9.04,
  "lumo_energy_ha": 0.0145,
  "homo_lumo_gap_ev": 9.43,
  "mol_weight_g_mol": 140.229,
  "smiles": "O=CCCSS.O",
  "e_above_lowest_kcal_mol": 39.8
}


Number 1: F_max 2.598 eV/A, calculated total energy -60566.3600 eV. Number 2: F_max 3.949 eV/A, calculated total energy -8425.8284 eV. Number 3: F_max 14.664 eV/A, calculated total energy -10237.5268 eV. Number 4: F_max 4.057 eV/A, calculated total energy -29005.1215 eV.